1.
82
Properties=species:S:1:pos:R:3:forces:R:3:lowdin_charge:R:1 method="wB97M-V/def2-TZVPD" spin_multiplicity=2 homo_ha="-0.485 / -0.535" total_charge=+2 s_squared=0.79 gap_ha="0.2888 / 0.2895" relative_energy_kj_mol=0.0
Fe -0.500 0.601 -0.247 0.1 0.1 0.0 0.409
C -4.691 0.249 2.252 0.0 0.0 0.0 -0.045
C -3.222 -0.058 1.966 0.0 0.0 0.0 -0.372
C -2.613 -0.911 3.076 0.0 0.0 0.0 -0.031
C -3.087 -0.693 0.574 0.0 0.0 0.0 -0.239
C -3.669 -2.095 0.465 0.0 0.0 0.0 -0.032
O -2.505 -2.940 0.618 0.0 0.0 0.0 0.035
C -1.433 -2.193 0.392 0.0 0.0 0.0 -0.285
N -1.653 -0.929 0.227 0.0 0.0 0.0 0.081
C -0.166 -2.958 0.440 0.0 0.0 0.0 -0.120
C -0.234 -4.234 1.001 0.0 0.0 0.0 0.023
C 0.902 -5.018 1.124 0.0 0.0 0.0 -0.019
C 2.121 -4.545 0.671 0.0 0.0 0.0 -0.024
C 2.199 -3.283 0.101 0.0 0.0 0.0 -0.053
C 1.071 -2.479 -0.015 0.0 0.0 0.0 -0.298
P 1.232 -0.861 -0.800 0.0 0.0 0.0 1.111
C 2.967 -0.361 -0.564 0.0 0.0 0.0 -0.297
C 3.912 -0.547 -1.536 0.0 0.0 0.0 -0.066
C 5.239 -0.106 -1.389 0.0 0.0 0.0 0.001
C 5.637 0.596 -0.229 0.0 0.0 0.0 -0.045
C 4.764 0.820 0.779 0.0 0.0 0.0 -0.011
C 3.386 0.261 0.738 0.0 0.0 0.0 -0.275
C 1.099 -1.160 -2.583 0.0 0.0 0.0 -0.363
C 1.379 -0.105 -3.459 0.0 0.0 0.0 -0.118
C 1.229 -0.278 -4.823 0.0 0.0 0.0 -0.051
C 0.784 -1.498 -5.323 0.0 0.0 0.0 -0.045
C 0.499 -2.542 -4.459 0.0 0.0 0.0 -0.046
C 0.657 -2.378 -3.087 0.0 0.0 0.0 -0.056
H -4.786 0.833 3.168 0.0 0.0 0.0 0.095
H -5.273 -0.663 2.396 0.0 0.0 0.0 0.087
H -5.155 0.814 1.441 0.0 0.0 0.0 0.079
H -2.679 0.889 1.925 0.0 0.0 0.0 0.104
H -3.139 -1.862 3.188 0.0 0.0 0.0 0.094
H -2.693 -0.391 4.031 0.0 0.0 0.0 0.096
H -1.556 -1.127 2.904 0.0 0.0 0.0 0.069
H -3.535 -0.022 -0.158 0.0 0.0 0.0 0.135
H -4.107 -2.310 -0.509 0.0 0.0 0.0 0.144
H -4.373 -2.355 1.250 0.0 0.0 0.0 0.134
H -1.183 -4.611 1.351 0.0 0.0 0.0 0.131
H 0.827 -6.000 1.571 0.0 0.0 0.0 0.125
H 3.011 -5.154 0.756 0.0 0.0 0.0 0.124
H 3.153 -2.923 -0.261 0.0 0.0 0.0 0.112
H 3.636 -1.035 -2.462 0.0 0.0 0.0 0.119
H 5.947 -0.281 -2.186 0.0 0.0 0.0 0.122
H 6.651 0.963 -0.150 0.0 0.0 0.0 0.128
H 5.054 1.346 1.679 0.0 0.0 0.0 0.131
H 3.304 -0.473 1.546 0.0 0.0 0.0 0.146
H 1.734 0.847 -3.075 0.0 0.0 0.0 0.113
H 1.463 0.534 -5.499 0.0 0.0 0.0 0.119
H 0.667 -1.633 -6.390 0.0 0.0 0.0 0.119
H 0.160 -3.493 -4.848 0.0 0.0 0.0 0.119
H 0.445 -3.206 -2.422 0.0 0.0 0.0 0.110
F 2.046 5.049 0.042 0.0 0.0 0.0 0.210
C 1.896 4.107 0.943 0.0 0.0 0.0 -0.675
F 0.714 4.207 1.520 0.0 0.0 0.0 0.172
F 2.861 4.147 1.837 0.0 0.0 0.0 0.194
S 2.004 2.488 0.015 0.0 0.0 0.0 0.791
O 0.692 2.277 -0.565 0.0 0.0 0.0 -0.293
O 3.138 2.573 -0.823 0.0 0.0 0.0 -0.159
N 2.325 1.314 1.184 0.0 0.0 0.0 -0.236
S 1.156 0.722 2.212 -0.1 0.0 0.0 0.759
O -0.136 1.146 1.709 0.0 0.0 0.0 -0.296
O 1.417 -0.647 2.468 0.0 0.0 0.0 -0.190
C 1.424 1.602 3.833 0.0 0.0 0.0 -0.675
F 1.108 2.874 3.725 0.0 0.0 0.0 0.188
F 0.648 1.005 4.708 0.0 0.0 0.0 0.207
F 2.695 1.461 4.145 0.0 0.0 0.0 0.197
C -3.607 3.628 0.542 0.0 0.0 0.0 -0.027
C -2.173 3.163 0.454 0.0 0.0 0.0 -0.218
O -2.044 1.938 -0.316 -0.1 0.0 0.0 -0.268
C -2.213 2.129 -1.733 0.0 0.0 0.0 -0.191
C -1.804 0.833 -2.394 0.0 0.0 0.0 -0.030
H -3.647 4.547 1.127 0.0 0.0 0.0 0.100
H -4.230 2.884 1.037 0.0 0.0 0.0 0.071
H -4.030 3.852 -0.436 0.0 0.0 0.0 0.085
H -1.776 2.924 1.438 0.0 0.0 0.0 0.107
H -1.529 3.917 -0.006 0.0 0.0 0.0 0.124
H -1.574 2.957 -2.053 0.0 0.0 0.0 0.138
H -3.249 2.376 -1.958 0.0 0.0 0.0 0.136
H -0.760 0.522 -2.161 0.0 0.0 0.0 0.036
H -1.746 0.954 -3.476 0.0 0.0 0.0 0.121
H -2.482 0.011 -2.176 0.0 0.0 0.0 0.094

=====

2.
77
Properties=species:S:1:pos:R:3:forces:R:3:lowdin_charge:R:1 method="wB97M-V/def2-TZVPD" spin_multiplicity=2 homo_ha="-0.367 / -0.367" total_charge=+1 s_squared=0.76 gap_ha="0.2260 / 0.2233" relative_energy_kj_mol=0.0
Ru 0.363 -0.848 1.111 0.4 -0.4 -0.4 1.380
N 6.018 0.865 4.289 0.0 -0.1 0.0 0.132
C 4.731 0.425 4.220 0.0 0.0 0.0 -0.306
C 4.279 -0.600 5.065 0.0 0.0 0.0 -0.009
C 2.981 -1.052 4.988 0.0 -0.1 -0.1 -0.045
C 2.106 -0.505 4.052 0.1 0.1 0.2 -0.324
C 2.537 0.526 3.222 -0.1 0.0 -0.1 -0.084
C 3.834 0.983 3.294 0.1 0.0 0.0 -0.015
S 0.468 -1.092 4.000 0.1 0.1 0.0 0.631
O 0.063 -1.516 5.296 -0.1 -0.1 -0.1 -0.240
O -0.351 -0.076 3.305 0.3 0.2 0.1 -0.371
N 0.556 -2.243 2.850 0.0 -0.1 0.1 -0.158
C -0.652 -2.796 2.447 0.7 0.2 0.8 -0.469
N -1.484 -3.440 3.242 -0.3 -0.3 -0.5 0.183
C -2.574 -3.889 2.622 0.0 0.1 -0.2 -0.061
C -2.839 -3.673 1.260 0.1 -0.1 0.2 -0.013
C -1.943 -2.913 0.545 0.1 -0.1 -0.3 -0.055
N -0.829 -2.494 1.155 -0.7 0.7 0.5 0.009
H 6.614 0.559 5.036 0.0 0.0 0.0 0.106
H 6.299 1.688 3.789 0.0 0.0 0.0 0.104
H 4.958 -1.032 5.788 0.0 0.0 0.0 0.120
H 2.634 -1.834 5.650 0.0 0.0 0.0 0.124
H 1.848 1.019 2.542 0.0 0.0 0.0 0.088
H 4.164 1.788 2.650 0.0 0.0 0.0 0.111
H -3.282 -4.430 3.240 0.0 0.0 0.0 0.125
H -3.727 -4.068 0.792 0.0 0.0 0.0 0.114
H -2.063 -2.648 -0.499 0.0 0.1 0.0 0.125
C 4.484 -2.865 1.007 0.0 0.0 0.0 -0.061
C 2.994 -2.905 1.251 0.2 0.0 0.0 -0.250
O 2.367 -1.717 0.687 -0.2 -0.3 0.3 -0.192
H 4.950 -3.747 1.449 0.0 0.0 0.0 0.087
H 4.921 -1.978 1.467 0.0 0.0 0.0 0.077
H 4.718 -2.856 -0.058 0.0 0.0 0.0 0.083
H 2.759 -2.894 2.309 0.0 0.0 0.0 0.088
H 2.530 -3.786 0.804 0.0 0.0 0.0 0.127
H 2.211 -1.875 -0.259 0.0 0.0 0.0 0.093
C -4.338 0.066 -6.087 0.0 0.0 0.0 -0.044
C -3.627 0.155 -4.762 0.0 0.0 0.0 -0.221
C -4.107 -0.578 -3.680 0.0 0.0 0.0 -0.050
C -3.474 -0.502 -2.452 0.0 0.0 0.0 -0.079
C -2.372 0.320 -2.287 -0.1 0.0 0.1 -0.059
C -1.885 1.061 -3.357 0.0 0.0 0.0 -0.200
N -0.826 1.966 -3.199 0.0 0.0 -0.1 0.112
C 0.071 2.129 -2.149 0.0 -0.1 0.0 -0.183
C 0.400 3.443 -1.785 0.0 0.0 0.0 -0.014
C 1.326 3.720 -0.799 0.0 0.0 0.0 -0.063
C 1.951 2.681 -0.119 0.0 0.0 0.0 -0.075
C 1.629 1.381 -0.460 0.0 -0.1 0.1 -0.074
C 0.700 1.082 -1.462 0.0 0.1 0.1 -0.105
C 0.488 -0.351 -1.821 0.1 -0.4 0.1 -0.549
O 0.425 -0.753 -2.950 0.1 0.1 -0.1 0.145
O 0.405 -1.222 -0.796 0.2 0.4 -0.8 -0.228
C -2.495 0.962 -4.616 0.0 0.0 0.0 -0.156
C -1.931 1.714 -5.793 0.0 0.0 0.0 -0.030
H -5.275 -0.477 -5.982 0.0 0.0 0.0 0.077
H -3.732 -0.454 -6.832 0.0 0.0 0.0 0.090
H -4.563 1.056 -6.485 0.0 0.0 0.0 0.086
H -4.976 -1.211 -3.808 0.0 0.0 0.0 0.109
H -3.850 -1.074 -1.611 0.0 0.0 0.0 0.095
H -1.892 0.394 -1.325 0.0 0.0 -0.1 0.066
H -0.783 2.695 -3.889 -0.1 0.1 0.0 0.126
H -0.100 4.257 -2.298 0.0 0.0 0.0 0.122
H 1.562 4.749 -0.561 0.0 0.0 0.0 0.113
H 2.695 2.885 0.639 0.0 0.0 0.0 0.100
H 2.181 0.568 0.009 0.0 0.0 0.0 0.090
H -0.844 1.776 -5.741 0.0 0.0 0.0 0.084
H -2.332 2.731 -5.863 0.0 0.0 0.0 0.097
H -2.173 1.214 -6.728 0.0 0.0 0.0 0.075
C -2.958 3.166 -0.134 0.0 0.0 0.0 -0.057
C -3.073 2.154 1.016 0.1 0.0 0.0 -0.161
C -1.954 1.222 0.994 0.1 0.2 -0.2 -0.079
N -1.045 0.537 0.879 -0.9 -0.5 0.3 0.088
H -3.831 3.815 -0.120 0.0 0.0 0.0 0.088
H -2.917 2.654 -1.095 0.0 0.0 0.0 0.065
H -2.062 3.775 -0.024 0.0 0.0 0.0 0.079
H -3.988 1.565 0.934 0.0 0.0 0.0 0.132
H -3.075 2.643 1.991 0.0 0.0 0.0 0.133

=====

3.
91
Properties=species:S:1:pos:R:3:forces:R:3:lowdin_charge:R:1 method="wB97M-V/def2-TZVPD" spin_multiplicity=1 homo_ha="-0.594 / -0.594" total_charge=+3 gap_ha="0.2714 / 0.2714"
V 1.112 1.492 0.526 1.0 -0.6 -1.2 0.806
Br -1.926 0.433 6.454 0.5 0.2 -0.5 0.866
C -1.004 0.658 4.818 1.0 -0.9 0.6 -0.631
C -1.662 0.494 3.634 -1.9 0.8 -0.6 -0.084
C -0.979 0.711 2.448 -2.3 -0.5 -1.4 -0.100
N 0.295 0.995 2.348 -1.0 -0.1 0.6 0.008
C 0.945 1.070 3.513 1.5 -0.6 -0.4 -0.184
C 0.395 0.843 4.744 -1.5 0.4 0.7 0.011
C 2.330 1.454 3.269 1.4 0.1 4.3 -0.233
C 3.292 1.414 4.330 1.2 1.0 -0.7 0.020
C 4.481 2.176 4.077 -1.7 -0.2 -0.1 -0.680
Br 5.739 2.418 5.386 0.6 -0.2 0.6 0.930
C 4.620 2.921 2.900 -1.3 -2.0 0.5 -0.059
C 3.623 2.808 1.955 0.8 0.3 0.2 -0.124
N 2.510 2.096 2.144 0.6 0.8 -1.4 -0.009
H -2.776 0.421 3.632 1.2 -0.3 -0.2 0.133
H -1.544 0.663 1.500 0.3 0.0 0.6 0.141
H 0.912 0.959 5.679 0.5 0.0 -0.1 0.123
H 3.255 0.944 5.362 -0.6 0.4 -1.7 0.142
H 5.533 3.384 2.698 1.1 1.1 -0.3 0.103
H 3.788 3.338 1.032 -0.4 0.0 -0.3 0.093
C 0.611 3.958 -4.943 1.2 1.0 1.6 -0.054
C 1.577 2.731 -4.764 -0.2 1.4 -1.6 -0.195
N 1.953 2.518 -3.363 0.0 -0.6 0.3 0.044
C 2.141 1.436 -2.599 0.3 1.0 1.3 -0.582
S 2.887 1.895 -0.984 -0.6 -0.4 -0.6 0.818
N 1.886 0.163 -2.793 -0.3 0.9 -1.7 0.050
C 1.171 -0.336 -3.999 0.2 -0.6 -0.1 -0.183
C -0.325 0.043 -3.955 0.8 0.0 -1.3 -0.047
H 0.219 4.189 -5.933 0.5 -0.6 -0.2 0.086
H 1.073 4.942 -4.573 -0.6 -1.5 -0.3 0.108
H -0.243 3.698 -4.337 -0.5 0.4 0.4 0.047
H 2.504 2.922 -5.364 -0.8 -0.7 0.4 0.145
H 0.948 1.930 -5.115 0.7 -0.6 -0.3 0.078
H 2.252 3.366 -2.902 0.0 0.0 0.1 0.120
H 1.996 -0.459 -2.011 0.0 -0.3 0.1 0.092
H 1.332 -1.415 -4.037 -0.4 0.1 0.6 0.101
H 1.726 -0.080 -4.923 -0.5 0.7 0.6 0.132
H -0.770 -0.260 -4.900 0.0 -0.1 -0.2 0.092
H -0.468 1.129 -3.930 -0.1 -0.3 0.5 0.063
H -0.871 -0.499 -3.202 0.0 0.1 0.6 0.077
F -3.507 1.670 -2.566 0.3 -0.5 -0.3 0.290
B -3.391 2.855 -2.030 -0.1 -0.1 -0.4 -0.882
F 0.549 3.120 0.463 -0.4 -0.1 0.2 -0.312
F -2.420 3.668 -2.355 0.4 0.1 0.0 0.291
F -4.297 3.210 -1.162 -0.5 0.5 0.8 0.282
C 2.186 -6.312 -3.130 1.4 0.5 0.5 -0.077
C 2.055 -4.773 -3.193 0.8 -1.2 1.3 -0.272
S 1.593 -3.995 -1.681 -1.2 -1.7 -0.1 0.654
O 0.482 -4.758 -1.154 0.7 0.1 0.5 -0.284
O 1.285 -2.607 -1.895 0.7 1.3 -0.1 -0.319
C 3.079 -4.242 -0.724 -0.6 0.4 1.3 -0.162
C 2.946 -3.981 0.792 -1.7 1.3 -0.6 -0.061
N 2.961 -2.508 0.983 1.4 -0.2 0.3 0.066
C 1.924 -1.675 0.969 -0.5 0.7 0.4 -0.284
N 2.339 -0.387 1.006 0.0 -0.3 0.3 0.020
C 3.700 -0.418 1.171 0.5 0.0 -0.5 -0.039
C 4.116 -1.717 1.084 -1.7 1.4 0.6 -0.107
N 5.428 -2.130 1.397 1.2 0.6 -0.4 -0.356
O 6.255 -1.272 1.620 -0.3 0.7 0.2 0.124
O 5.677 -3.295 1.363 0.0 -2.2 0.0 0.132
C 0.477 -2.027 1.129 0.3 -0.4 0.4 0.027
H 3.048 -6.706 -2.582 0.3 0.4 -0.3 0.084
H 2.269 -6.622 -4.145 0.2 -0.4 -0.8 0.080
H 1.386 -6.863 -2.706 -1.3 0.1 0.4 0.076
H 1.175 -4.635 -3.732 -1.4 0.8 -1.4 0.085
H 2.922 -4.267 -3.606 0.0 0.0 -0.2 0.117
H 3.840 -3.610 -1.142 0.4 0.4 -0.2 0.116
H 3.340 -5.241 -0.961 0.3 -1.1 0.1 0.092
H 3.685 -4.386 1.417 1.4 -0.6 0.2 0.109
H 2.026 -4.296 1.285 -0.3 -0.3 -0.7 0.141
H 4.369 0.448 1.340 -0.8 -0.7 -0.3 0.132
H 0.157 -2.892 0.576 0.2 -0.5 -0.2 0.067
H -0.027 -1.206 0.667 -0.7 0.4 0.1 0.038
H 0.175 -2.188 2.202 0.5 0.4 -0.9 0.128
O -10.833 0.937 4.077 -5.1 -0.6 4.4 0.472
C -10.058 1.032 3.342 4.9 0.1 -4.7 0.069
O 0.246 0.644 -0.470 0.1 0.6 0.7 -0.267
C -8.924 1.270 2.528 -1.1 0.0 1.7 -0.173
C -8.169 2.264 3.113 2.3 1.4 -1.6 0.033
C -6.999 2.676 2.446 -0.2 -0.8 -0.2 0.023
C -6.538 2.029 1.265 -0.8 -0.6 0.8 0.094
C -7.331 0.947 0.788 0.0 1.1 2.4 -0.068
C -8.522 0.545 1.457 1.6 -1.3 -3.8 0.107
N -6.737 0.168 -0.295 0.2 0.4 -1.0 -0.349
O -7.422 -0.656 -0.833 -0.4 -0.6 0.1 0.151
O -5.608 0.482 -0.627 -0.1 -0.3 0.3 0.090
H -8.438 2.766 4.006 -0.4 0.3 0.7 0.137
H -6.430 3.461 2.915 0.2 0.2 -0.1 0.123
H -5.554 2.234 0.773 -1.2 0.1 0.5 0.133
H -9.022 -0.326 0.993 0.0 0.6 0.6 0.166